Entry from the OMol25 dataset: a molecular structure, C18H45KN3O6 in a non-equilibrium geometry (the ωB97M-V functional and the def2-TZVPD basis).

Calculated values
orbital gap = 6.688 eV
HOMO = -10.404 eV
energy relative to the best compared isomer or geometry (same formula, charge and spin) = 4.813 eV
total charge = +1

XYZ file:
```
73
Properties=species:S:1:pos:R:3:forces:R:3
K 0.08343 -1.54642 -1.00622 -0.08 -0.17 0.16
C -5.04024 -0.49490 -6.27697 -0.58 1.22 0.62
O -5.11152 0.25036 -5.02125 0.30 -1.65 -0.59
C -5.34374 -0.61023 -3.91190 -0.26 0.76 0.36
C -5.87705 0.20951 -2.73054 0.94 -0.15 0.04
N -4.77721 0.76855 -1.92960 -1.25 -1.23 1.29
C -5.10679 1.34386 -0.56524 2.13 0.50 -2.40
C -3.76547 1.62937 0.20194 -1.40 -1.08 0.54
O -3.12991 0.40410 0.67898 -0.98 1.15 0.36
C -2.82964 0.42966 2.07958 1.65 -0.41 -0.77
H -6.04879 -0.77276 -6.58306 -0.15 -0.06 0.04
H -4.45135 -1.41178 -6.25142 0.36 0.18 0.28
H -4.66750 0.23366 -6.99694 0.19 -0.32 -0.05
H -4.45050 -1.13367 -3.57098 0.60 0.16 -0.09
H -6.02308 -1.44034 -4.10554 -0.51 0.24 -0.59
H -6.44400 -0.53862 -2.17651 -0.11 0.33 0.62
H -6.54072 1.00438 -3.07088 -0.32 -0.14 -0.26
H -3.99852 1.05314 -2.50647 -0.16 0.70 0.61
H -5.86316 0.75515 -0.04619 0.65 -0.71 0.13
H -5.63448 2.29180 -0.67034 0.16 0.54 -0.11
H -4.07555 2.25905 1.03587 0.26 -0.06 0.36
H -3.01705 2.20018 -0.34774 -0.27 -0.05 -0.47
H -3.59772 0.61035 2.83156 -0.60 -0.28 -0.55
H -2.03287 1.14205 2.29356 0.02 0.50 -0.09
H -2.31951 -0.52682 2.19371 -0.44 -0.24 0.65
C 6.25356 -5.20859 0.58945 2.37 -0.08 -0.87
O 5.50118 -6.31711 0.98035 -1.78 -0.07 -0.14
C 4.67860 -6.94495 -0.01117 -0.54 0.14 -1.21
C 3.61045 -6.09998 -0.81146 1.79 -0.95 0.36
N 2.62264 -5.47959 0.02261 -1.31 -0.58 -0.33
C 1.65490 -6.50950 0.48120 -1.80 1.37 2.43
C 0.37371 -5.85960 1.26110 0.74 -0.20 -0.76
O -0.35578 -5.09652 0.34029 -0.59 0.62 -2.11
C -1.71498 -4.75675 0.68180 2.34 0.14 0.63
H 7.07820 -5.53065 -0.04643 0.04 -0.42 -0.66
H 6.87894 -4.82169 1.39402 -0.84 -0.03 0.71
H 5.86207 -4.35836 0.03095 -1.12 -0.13 0.27
H 4.11183 -7.78473 0.39086 0.23 0.28 1.04
H 5.22618 -7.47386 -0.79126 0.91 0.31 -0.10
H 3.15458 -6.86327 -1.44208 -0.16 0.17 -0.22
H 4.11832 -5.39600 -1.47069 -0.09 0.24 0.05
H 3.15184 -5.09939 0.79429 -0.38 0.04 0.57
H 2.08942 -7.23094 1.17316 0.21 0.04 0.28
H 1.18719 -7.14559 -0.27029 0.38 0.60 -0.71
H 0.57598 -5.17348 2.08355 0.86 -0.18 0.37
H -0.30396 -6.60781 1.67223 0.32 -0.64 -0.01
H -2.03056 -3.98421 -0.01941 -0.34 -0.47 -0.28
H -1.56918 -4.24049 1.63065 -1.01 -0.17 0.56
H -2.32416 -5.65985 0.71926 -0.32 0.32 0.07
C 3.81780 2.28837 -0.44650 2.91 -1.66 -1.48
O 3.09896 2.41193 0.68832 -1.96 0.06 0.58
C 3.36920 3.55119 1.44651 -0.44 0.59 0.75
C 2.50227 4.64273 0.91071 -1.04 -1.08 -1.02
N 2.58897 5.90354 1.54396 -1.00 0.86 -0.49
C 1.58917 6.82245 0.93623 1.28 -0.07 0.53
C 1.12091 7.76921 2.01413 -0.37 -0.01 -1.01
O 0.69524 7.06928 3.17194 -0.32 0.52 0.67
C 0.14180 7.89783 4.24634 0.73 -0.57 -0.75
H 3.40341 1.71666 -1.27688 -0.99 -0.22 0.36
H 4.64457 1.68013 -0.07963 0.93 -0.14 -0.88
H 4.25459 3.13034 -0.98353 -0.29 0.83 0.66
H 4.39095 3.93081 1.44738 0.45 -0.59 -0.11
H 3.08623 3.24276 2.45294 0.14 0.41 0.23
H 1.48777 4.24996 0.84269 -0.73 -0.21 0.84
H 2.62710 4.65600 -0.17204 0.99 0.76 -0.27
H 2.24724 5.80983 2.48976 0.21 -0.28 0.38
H 0.74274 6.38836 0.40404 -0.05 -0.77 0.23
H 2.12319 7.42546 0.20186 -0.13 0.14 -0.19
H 0.29588 8.25906 1.49694 -0.27 0.73 0.59
H 1.98147 8.43278 2.09894 -0.22 0.43 1.09
H -0.19796 7.28190 5.07898 0.07 -0.48 -0.40
H -0.72093 8.46255 3.89294 0.20 0.26 -0.10
H 0.94115 8.51003 4.66389 -0.13 0.43 -0.23
```
Forces are in eV/Å.